P.
Formula: Cl2H4Si2
Source: the Open Molecules 2025 dataset
Level of theory: ωB97M-V with the def2-TZVPD basis set

Gap between HOMO and LUMO   8.08 eV

```
8
Cl2H4Si2, DFT ωB97M-V with the def2-TZVPD basis set
Si 0.8807 0.1391 -0.4352
Si -3.2924 -0.4530 0.5005
Cl -5.0722 0.1867 -0.3222
Cl -0.1541 1.7662 0.1429
H 0.0482 -0.6052 -1.3712
H 2.1114 0.6081 -1.0667
H 1.1800 -0.6487 0.7537
H -3.2633 0.4809 1.6521
```

From a natural (NBO) analysis of the wavefunction, the atomic charges in e read: 0.88 0.75 -0.45 -0.38 -0.16 -0.17 -0.17 -0.30

Q.
Formula: Cl2H4Si2
Source: the Open Molecules 2025 dataset
Level of theory: ωB97M-V with the def2-TZVPD basis set

Gap between HOMO and LUMO   7.94 eV

```
8
Cl2H4Si2, DFT ωB97M-V with the def2-TZVPD basis set
Si -2.4138 -0.6894 -2.0150
Si 1.0695 0.2879 0.8481
Cl 3.0020 0.4630 0.2941
Cl 1.0491 -1.4229 1.9244
H 0.1778 -0.1731 -0.1487
H -2.6651 0.7867 -1.2685
H -1.1690 -0.7977 -1.1458
H 0.9494 1.5454 1.5113
```

From a natural (NBO) analysis of the wavefunction, the atomic charges in e read: 0.61 1.10 -0.38 -0.38 -0.18 -0.29 -0.31 -0.17

Most stable: P. Least stable: Q.

P.
Formula: C2H5N2O
Source: the Open Molecules 2025 dataset
Level of theory: ωB97M-V with the def2-TZVPD basis set

Gap between HOMO and LUMO (spin up / spin down)   6.76 / 6.76 eV
Charge   +1

```
10
C2H5N2O, DFT ωB97M-V with the def2-TZVPD basis set
C -1.3074 -0.3641 -0.5578
C 1.3259 0.6124 0.4194
N -2.2113 -0.8532 1.5938
N -1.8221 -0.6314 0.5684
O 1.9380 0.6378 -0.6869
H -1.3556 0.6576 -0.8984
H -1.1513 -1.1435 -1.2804
H 0.9091 1.5458 0.7785
H 1.2963 -0.2742 1.0542
H 2.3783 -0.1873 -0.9907
```

From a natural (NBO) analysis of the wavefunction, the atomic charges in e read: -0.52 0.36 0.11 0.07 -0.51 0.25 0.26 0.22 0.21 0.55

Q.
Formula: C2H5N2O
Source: the Open Molecules 2025 dataset
Level of theory: ωB97M-V with the def2-TZVPD basis set

Gap between HOMO and LUMO   10.89 eV
Charge   +1
SMILES string   [NH3+]CN=C=O

```
10
C2H5N2O, DFT ωB97M-V with the def2-TZVPD basis set
C -0.5759 0.7730 2.0851
C 0.0533 0.4439 -0.3856
N -0.5403 0.3114 0.9426
N 0.3365 -0.8579 -0.9982
O -0.7352 1.0820 3.1803
H -0.7688 0.9111 -0.9533
H 0.9322 1.0664 -0.2414
H -0.4846 -1.3431 -1.1700
H 0.9542 -1.4933 -0.5779
H 0.8286 -0.8936 -1.8816
```

From a natural (NBO) analysis of the wavefunction, the atomic charges in e read: 0.91 -0.06 -0.64 -0.65 -0.41 0.25 0.25 0.44 0.45 0.45

Most stable: Q. Least stable: P.

P.
Formula: C2H5N2O
Source: the Open Molecules 2025 dataset
Level of theory: ωB97M-V with the def2-TZVPD basis set

Gap between HOMO and LUMO (spin up / spin down)   7.55 / 5.74 eV
Charge   +1

```
10
C2H5N2O, DFT ωB97M-V with the def2-TZVPD basis set
C 0.7739 -0.8931 0.0863
C 0.8773 0.5673 -0.0754
N -0.0985 1.3352 -0.0271
N -2.5417 -0.1785 0.4687
O -3.1356 -0.3112 -0.4519
H 1.4696 -1.2350 0.8537
H -0.2435 -1.1710 0.3633
H 1.0644 -1.3836 -0.8424
H -0.0677 2.3417 -0.1194
H 1.9019 0.9280 -0.2559
```

From a natural (NBO) analysis of the wavefunction, the atomic charges in e read: -0.67 0.20 -0.57 0.62 0.09 0.26 0.19 0.26 0.40 0.21

Q.
Formula: C2H5N2O
Source: the Open Molecules 2025 dataset
Level of theory: ωB97M-V with the def2-TZVPD basis set

Gap between HOMO and LUMO   4.11 eV
Charge   +1

```
10
C2H5N2O, DFT ωB97M-V with the def2-TZVPD basis set
C -2.2685 -1.0618 -1.6897
C -0.1259 -0.3859 -0.7532
N -1.0412 -0.9734 -1.2283
N 1.9291 1.1548 1.9654
O 0.7838 0.0924 -0.2725
H -2.4727 -2.0608 -2.0221
H -2.9665 -0.2970 -1.5197
H 2.4619 1.7641 2.5625
H 2.1269 0.1966 1.8180
H 1.5731 1.5709 1.1396
```

From a natural (NBO) analysis of the wavefunction, the atomic charges in e read: 0.30 0.98 -0.49 -1.10 -0.28 0.25 0.24 0.40 0.37 0.35

Most stable: Q. Least stable: P.

P.
Formula: C37H31BrCdN7O4S2
Source: the Open Molecules 2025 dataset
Level of theory: ωB97M-V with the def2-TZVPD basis set

Gap between HOMO and LUMO   6.49 eV
Charge   -1

```
83
C37H31BrCdN7O4S2, DFT ωB97M-V with the def2-TZVPD basis set
Cd 0.8725 -1.0396 -0.2963
O 3.4460 -4.4468 -0.2220
C 2.8660 -3.3641 -0.1031
N 2.0271 -2.7432 -0.9303
C 1.7568 -3.1368 -2.2511
C 2.5854 -3.9987 -2.9742
C 2.3437 -4.2643 -4.3150
C 1.2677 -3.6712 -4.9551
C 0.4243 -2.8212 -4.2509
C 0.6361 -2.5458 -2.9008
N -0.1688 -1.6294 -2.1664
C -1.4780 -1.5297 -2.3938
O -2.2080 -2.1336 -3.1889
C -2.2161 -0.5552 -1.4897
C -3.1675 -1.0658 -0.6008
C -3.8795 -0.1939 0.1954
C -3.6483 1.1750 0.0705
C -2.6896 1.5861 -0.8358
N -1.9684 0.7494 -1.5897
C 3.1242 -2.5882 1.1920
C 3.4478 -3.2786 2.3521
C 3.7497 -2.5577 3.4913
C 3.7561 -1.1683 3.4307
C 3.4234 -0.5650 2.2323
N 3.0937 -1.2530 1.1394
H 3.4155 -4.4603 -2.4601
H 3.0006 -4.9380 -4.8539
H 1.0708 -3.8725 -6.0017
H -0.4215 -2.3676 -4.7425
H -3.3173 -2.1359 -0.5542
H -4.6145 -0.5679 0.8991
H -4.2012 1.9002 0.6543
H -2.4796 2.6465 -0.9669
H 3.4520 -4.3597 2.3275
H 3.9795 -3.0663 4.4198
H 4.0046 -0.5676 4.2962
H 3.3957 0.5159 2.1418
O -2.4562 3.0052 2.3891
C -1.4458 2.6338 3.2456
C -1.3881 3.2923 4.4674
C -0.3941 2.9668 5.3772
C 0.5371 1.9771 5.0745
C 0.4684 1.3317 3.8482
C -0.5111 1.6555 2.9193
C -0.5416 0.9423 1.5724
O 0.0275 -0.2634 1.5812
N 0.0907 1.9026 0.5911
N 0.7346 1.3966 -0.4578
C 0.9116 2.1158 -1.4976
C 1.6566 1.6766 -2.6769
Br 2.9685 0.3419 -2.4038
C 1.5190 2.1771 -3.9034
C 0.4774 3.1341 -4.3253
C -0.8402 3.0313 -3.8782
C -1.7967 3.9443 -4.2999
C -1.4592 4.9644 -5.1786
C -0.1550 5.0589 -5.6499
C 0.8007 4.1465 -5.2321
H -2.5008 2.3716 1.6608
H -2.1304 4.0509 4.6866
H -0.3519 3.4846 6.3284
H 1.3059 1.7100 5.7907
H 1.1573 0.5363 3.5833
H -1.6140 0.8850 1.2618
H -0.4031 2.7744 0.4356
H 0.4927 3.1217 -1.5438
H 2.2160 1.8559 -4.6681
H -1.1171 2.2054 -3.2299
H -2.8179 3.8451 -3.9507
H -2.2100 5.6711 -5.5086
H 0.1171 5.8424 -6.3469
H 1.8181 4.2195 -5.6016
S -0.4644 -3.7858 1.2587
C -1.0503 -3.1523 2.6545
N -1.9341 -2.1437 2.7773
C -1.9681 -1.4988 4.0823
C -1.7598 -2.6260 5.0812
S -0.5653 -3.7137 4.2504
H -2.0039 -1.5573 1.9548
H -2.9223 -0.9941 4.2307
H -1.1583 -0.7728 4.1613
H -2.6782 -3.1799 5.2709
H -1.3425 -2.2680 6.0190
```

From a Mulliken analysis of the wavefunction, the atomic charges in e read: 2.47 -0.77 0.16 0.47 0.10 -0.73 -0.60 -0.71 -0.51 -0.27 0.42 -0.23 -0.73 0.44 -0.82 -0.68 -1.31 0.09 0.16 0.25 -0.52 -0.43 -0.50 -0.47 -0.20 0.43 0.37 0.36 0.46 0.54 0.43 0.84 0.46 0.45 0.40 0.43 0.41 -0.74 0.23 -0.69 -0.47 -1.02 -0.09 0.30 1.33 -1.35 0.44 -0.58 -0.67 0.47 -0.13 -1.28 0.03 0.14 -0.68 -0.48 -0.51 -0.49 0.26 0.44 0.38 0.43 0.50 -1.12 0.40 0.58 0.44 0.80 0.43 0.37 0.36 0.42 -0.23 0.25 -0.15 -0.15 -0.69 -0.15 -0.07 0.40 -0.10 0.36 0.41

Q.
Formula: C37H31BrCdN7O4S2
Source: the Open Molecules 2025 dataset
Level of theory: ωB97M-V with the def2-TZVPD basis set

Gap between HOMO and LUMO   6.07 eV
Charge   -1

```
83
C37H31BrCdN7O4S2, DFT ωB97M-V with the def2-TZVPD basis set
Cd 0.1797 0.0139 -0.6434
O 4.5188 0.5846 -0.6765
C 3.3060 0.5531 -0.4163
N 2.2506 0.7597 -1.1779
C 2.3195 1.1463 -2.5220
C 3.5025 1.2377 -3.2524
C 3.4921 1.6468 -4.5807
C 2.2979 1.9679 -5.1965
C 1.1060 1.8787 -4.4891
C 1.0903 1.4652 -3.1612
N -0.1035 1.2603 -2.4497
C -1.2534 1.8215 -2.7898
O -1.4932 2.7192 -3.6058
C -2.4778 1.2391 -2.0692
C -3.6913 1.9105 -2.1873
C -4.8230 1.3439 -1.6334
C -4.7186 0.1093 -1.0060
C -3.4704 -0.4807 -0.9318
N -2.3706 0.0787 -1.4267
C 2.9623 0.2783 1.0557
C 4.0122 0.2840 1.9704
C 3.7387 0.0907 3.3093
C 2.4253 -0.1128 3.7044
C 1.4464 -0.1193 2.7271
N 1.7015 0.0691 1.4363
H 4.4256 0.9885 -2.7556
H 4.4270 1.7134 -5.1227
H 2.2788 2.2902 -6.2305
H 0.1686 2.1360 -4.9557
H -3.7058 2.8436 -2.7304
H -5.7798 1.8464 -1.7024
H -5.5816 -0.3889 -0.5833
H -3.3386 -1.4474 -0.4602
H 5.0087 0.4445 1.5881
H 4.5380 0.1010 4.0398
H 2.1570 -0.2703 4.7394
H 0.4074 -0.2898 2.9834
O -0.9660 -5.4808 1.2103
C 0.3938 -5.2576 1.2085
C 1.2882 -6.1893 1.7165
C 2.6435 -5.8967 1.7258
C 3.0991 -4.6812 1.2326
C 2.1894 -3.7692 0.7188
C 0.8293 -4.0453 0.6916
C -0.1327 -3.0253 0.0881
O 0.4944 -2.1432 -0.6894
N -0.8090 -2.3725 1.2710
N -1.2167 -1.1255 1.1858
C -2.0828 -0.6818 2.0195
C -2.5524 0.7009 2.0122
Br -1.3400 2.0030 1.3709
C -3.7300 1.1311 2.4756
C -4.8704 0.3062 2.9033
C -5.7183 0.8160 3.8879
C -6.8206 0.1030 4.3260
C -7.1108 -1.1359 3.7699
C -6.2963 -1.6404 2.7670
C -5.1902 -0.9264 2.3338
H -1.1380 -6.3806 1.5068
H 0.9249 -7.1343 2.1061
H 3.3413 -6.6225 2.1217
H 4.1544 -4.4500 1.2395
H 2.5107 -2.8258 0.2977
H -0.9385 -3.5717 -0.4415
H -1.3223 -2.9899 1.8983
H -2.5248 -1.3404 2.7711
H -3.8828 2.1999 2.5502
H -5.4996 1.7844 4.3205
H -7.4561 0.5162 5.0976
H -7.9759 -1.6943 4.1030
H -6.5298 -2.5906 2.3052
H -4.5945 -1.3091 1.5155
S -2.5462 -3.4772 -3.4461
C -1.0447 -4.1356 -3.2591
N 0.1024 -3.5072 -2.9990
C 1.2981 -4.3324 -2.9205
C 0.8432 -5.7480 -2.5909
S -0.7566 -5.8710 -3.4363
H 0.1065 -2.6521 -2.4306
H 1.9628 -3.9105 -2.1662
H 1.8127 -4.3271 -3.8869
H 0.7076 -5.8994 -1.5193
H 1.5365 -6.4910 -2.9788
```

From a Mulliken analysis of the wavefunction, the atomic charges in e read: 2.81 -0.86 0.40 -0.09 -0.21 -0.63 -0.67 -0.57 -0.52 0.08 0.00 0.24 -0.80 0.04 -0.47 -0.59 -1.01 -0.64 0.34 0.24 -0.76 -0.37 -1.04 -0.07 0.31 0.48 0.37 0.37 0.40 0.51 0.42 0.49 0.83 0.49 0.41 0.44 0.25 -0.56 1.11 -0.76 -0.60 -1.25 -0.13 -0.15 0.14 -1.40 -0.19 0.74 -1.41 0.57 -0.07 -1.28 0.48 -0.59 -0.57 -0.39 -1.05 0.03 0.33 0.29 0.39 0.44 0.47 0.13 0.37 0.70 0.40 0.41 0.37 0.38 0.41 0.72 -0.36 0.20 -0.01 -0.50 -0.21 -0.19 0.06 0.10 0.46 -0.09 0.45

Most stable: Q. Least stable: P.